No. 1
The following is a quantum chemistry calculation of a structure of composition C25H28N2O9P2STc in a non-equilibrium geometry, from the Open Molecules 2025 dataset.

highest occupied orbital energy (spin up / spin down)	-12.32 / -12.32	eV
gap between HOMO and LUMO (spin up / spin down)	4.7 / 3.9	eV
M	692.5	Da
strongest force on any atom	0.087	hartree/bohr
<S²>	3.82

```
! wB97M-V def2-TZVPD RIJCOSX def2/J DEFGRID3
* xyz 2 4
Tc -0.83 0.14 -1.11
C -0.36 2.74 1.65
C -1.53 2.30 0.83
C -2.71 1.88 1.43
C -3.85 1.66 0.68
C -3.86 1.89 -0.69
C -2.69 2.28 -1.32
C -1.49 2.44 -0.59
H 0.56 2.34 1.26
H -0.48 2.43 2.69
H -0.30 3.83 1.63
H -2.75 1.78 2.51
H -4.76 1.34 1.18
H -4.78 1.79 -1.25
H -2.72 2.55 -2.37
H -0.70 3.05 -1.01
C -1.52 -3.25 -4.51
C -1.77 -2.83 -3.07
O -2.58 -3.72 -2.34
P -2.77 -1.31 -3.02
O -4.22 -1.69 -3.45
O -2.29 -0.31 -4.13
O -2.72 -0.57 -1.73
P -0.19 -2.43 -2.22
O 0.49 -3.86 -2.15
O 0.56 -1.40 -2.96
O -0.53 -1.96 -0.79
H -2.45 -3.26 -5.07
H -1.09 -4.25 -4.54
H -0.81 -2.56 -4.96
H -2.12 -4.56 -2.20
H -4.63 -2.42 -2.97
H -2.61 -0.47 -5.02
H 1.45 -3.86 -2.19
C 1.69 -0.41 7.88
C 1.37 -0.42 6.43
C 2.31 -0.79 5.47
C 2.01 -0.79 4.12
C 0.74 -0.38 3.69
C -0.23 -0.02 4.66
C 0.09 -0.05 5.99
S 0.56 -1.30 1.05
O 1.82 -1.98 1.12
O 0.41 -0.25 2.40
N 0.77 0.08 0.01
C 1.98 0.42 -0.47
C 3.25 0.26 0.08
C 4.37 0.67 -0.65
C 4.27 1.24 -1.90
C 3.00 1.42 -2.50
C 2.76 1.91 -3.80
C 1.47 1.96 -4.27
C 0.41 1.56 -3.45
N 0.60 1.11 -2.22
C 1.86 1.02 -1.76
H 2.74 -0.63 8.05
H 1.08 -1.15 8.41
H 1.45 0.56 8.32
H 3.30 -1.09 5.78
H 2.74 -1.10 3.39
H -1.21 0.27 4.33
H -0.66 0.22 6.73
H 3.37 -0.21 1.04
H 5.34 0.53 -0.21
H 5.15 1.54 -2.43
H 3.59 2.20 -4.42
H 1.27 2.30 -5.27
H -0.60 1.58 -3.81
*
```

No. 2
The following is a quantum chemistry calculation of an isolated molecule of C5H5F3N2 in a non-equilibrium geometry, from the Open Molecules 2025 dataset.

highest occupied orbital energy	-9.20	eV
gap between HOMO and LUMO	9.8	eV
SMILES string	FCC(F)(F)n1ccnc1
M	150.1	Da
strongest force on any atom	0.088	hartree/bohr

```
! wB97M-V def2-TZVPD RIJCOSX def2/J DEFGRID3
* xyz 0 1
C -2.37 0.16 -0.66
C -1.05 0.54 -0.92
C -1.21 0.02 1.24
C 1.81 -0.96 -0.23
C 1.31 0.36 0.36
N -2.42 -0.12 0.75
N -0.38 0.48 0.28
F 3.12 -0.91 -0.60
F 1.65 1.50 -0.30
F 1.57 0.49 1.64
H -3.16 0.00 -1.38
H -0.71 0.98 -1.86
H -0.98 0.27 2.19
H 1.64 -1.76 0.59
H 1.20 -1.06 -1.09
*
```

No. 3
The following is a quantum chemistry calculation of an isolated molecule of C7H8N2O3 in a non-equilibrium geometry, from the Open Molecules 2025 dataset.

highest occupied orbital energy	-9.31	eV
gap between HOMO and LUMO	9.4	eV
SMILES string	N[C@H](Oc1ccccc1)[N+](=O)[O-]
M	168.2	Da
strongest force on any atom	0.055	hartree/bohr

```
! wB97M-V def2-TZVPD RIJCOSX def2/J DEFGRID3
* xyz 0 1
C 0.57 1.52 -2.74
C 1.46 0.49 -2.55
C -0.28 1.91 -1.66
C 1.41 -0.30 -1.35
C -0.18 1.33 -0.42
C 0.58 0.11 -0.32
C -0.62 -1.01 1.48
N -0.53 -2.43 1.77
N -0.92 -0.22 2.77
O -1.32 -0.89 3.69
O -0.87 0.98 2.74
O 0.52 -0.55 0.90
H 0.64 2.14 -3.62
H 2.09 0.11 -3.45
H -0.96 2.76 -1.75
H 2.05 -1.25 -1.25
H -0.89 1.54 0.40
H -1.51 -0.96 0.81
H -1.41 -2.74 2.10
H 0.17 -2.55 2.45
*
```